{"formula": "C78H204N16O23", "method": "ωB97M-V/def2-TZVPD", "e_above_lowest_ev": 2.469, "fmax_ev_per_a": 3.82, "energy_ev": -155110.377, "spin_multiplicity": 1, "homo_energy_ev": -8.22, "species": ["C", "O", "C", "C", "N", "C", "C", "O", "C", "H", "H", "H", "H", "H", "H", "H", "H", "H", "H", "H", "H", "H", "H", "H", "C", "O", "C", "C", "N", "C", "C", "O", "C", "H", "H", "H", "H", "H", "H", "H", "H", "H", "H", "H", "H", "H", "H", "H", "C", "O", "C", "C", "N", "C", "C", "O", "C", "H", "H", "H", "H", "H", "H", "H", "H", "H", "H", "H", "H", "H", "H", "H", "C", "O", "C", "C", "N", "C", "C", "O", "C", "H", "H", "H", "H", "H", "H", "H", "H", "H", "H", "H", "H", "H", "H", "H", "C", "O", "C", "C", "N", "C", "C", "O", "C", "H", "H", "H", "H", "H", "H", "H", "H", "H", "H", "H", "H", "H", "H", "H", "C", "O", "C", "C", "N", "C", "C", "O", "C", "H", "H", "H", "H", "H", "H", "H", "H", "H", "H", "H", "H", "H", "H", "H", "C", "O", "C", "C", "N", "C", "C", "O", "C", "H", "H", "H", "H", "H", "H", "H", "H", "H", "H", "H", "H", "H", "H", "H", "C", "C", "C", "O", "C", "N", "H", "H", "H", "H", "H", "H", "H", "H", "H", "H", "H", "C", "C", "C", "O", "C", "N", "H", "H", "H", "H", "H", "H", "H", "H", "H", "H", "H", "C", "C", "C", "O", "C", "N", "H", "H", "H", "H", "H", "H", "H", "H", "H", "H", "H", "C", "C", "C", "O", "C", "N", "H", "H", "H", "H", "H", "H", "H", "H", "H", "H", "H", "C", "C", "C", "O", "C", "N", "H", "H", "H", "H", "H", "H", "H", "H", "H", "H", "H", "C", "C", "C", "O", "C", "N", "H", "H", "H", "H", "H", "H", "H", "H", "H", "H", "H", "C", "C", "C", "O", "C", "N", "H", "H", "H", "H", "H", "H", "H", "H", "H", "H", "H", "C", "C", "C", "O", "C", "N", "H", "H", "H", "H", "H", "H", "H", "H", "H", "H", "H", "C", "C", "C", "O", "C", "N", "H", "H", "H", "H", "H", "H", "H", "H", "H", "H", "H"], "xyz": [[-2.2600, -4.0826, 6.2140], [-1.5882, -3.0052, 5.5386], [-1.1103, -3.3159, 4.2470], [0.2829, -3.8512, 4.3319], [1.2455, -2.7471, 4.4339], [1.5251, -2.5101, 5.8736], [2.4306, -1.2767, 5.9748], [3.7077, -1.7362, 5.4042], [4.6221, -0.7224, 5.0995], [-1.6120, -5.0303, 6.3033], [-3.0843, -4.3365, 5.5577], [-2.6056, -3.7104, 7.2033], [-1.1006, -2.4687, 3.6187], [-1.8146, -3.9726, 3.6686], [0.6115, -4.4196, 3.4291], [0.4211, -4.5091, 5.2180], [2.1729, -2.9568, 4.0866], [1.9706, -3.3928, 6.3830], [0.5775, -2.3004, 6.3971], [2.5338, -0.9013, 6.9806], [1.9866, -0.4670, 5.3155], [5.1894, -1.0330, 4.1954], [5.3418, -0.6075, 5.8632], [4.2648, 0.2376, 4.7590], [7.2391, 6.2041, 2.4163], [5.9874, 5.7988, 1.9532], [5.9757, 5.4997, 0.5568], [6.4600, 4.1034, 0.2553], [5.5924, 3.2616, 1.0092], [5.6711, 1.8576, 0.6186], [6.8942, 1.2100, 1.0429], [6.8666, 1.1604, 2.4881], [8.0286, 0.7370, 3.0388], [7.9382, 5.3772, 2.5152], [7.0356, 6.6240, 3.4173], [7.7141, 7.0346, 1.8662], [6.6301, 6.2310, 0.0232], [4.9175, 5.4841, 0.2700], [7.5119, 4.0787, 0.5223], [6.4378, 3.8755, -0.7840], [5.7333, 3.3633, 1.9857], [5.5797, 1.8531, -0.4587], [4.7868, 1.3996, 1.0908], [7.7762, 1.7376, 0.6442], [6.8583, 0.1498, 0.6374], [8.3241, -0.3060, 2.8135], [7.8050, 0.7686, 4.0678], [8.8208, 1.4211, 2.8495], [-1.4931, 0.6349, 7.1116], [-0.6897, 0.8414, 5.9947], [-1.5033, 0.7032, 4.7646], [-0.5204, 0.6492, 3.6443], [0.4542, 1.7357, 3.8184], [1.2939, 1.8711, 2.6832], [2.3461, 2.9462, 2.8750], [1.7878, 4.2083, 2.9673], [2.7055, 5.1710, 3.4087], [-0.9962, 1.0624, 7.9900], [-1.6810, -0.4156, 7.1227], [-2.4277, 1.2164, 7.0608], [-2.2343, 1.5515, 4.7440], [-2.1629, -0.1847, 4.6999], [-1.0215, 0.7967, 2.7216], [0.0213, -0.3574, 3.7620], [1.0530, 1.5046, 4.6186], [0.6506, 1.9892, 1.7568], [1.8750, 0.9843, 2.4309], [3.0242, 2.8938, 2.0283], [2.9627, 2.6532, 3.7554], [3.0341, 4.8839, 4.4255], [2.1198, 6.1223, 3.4973], [3.5287, 5.3376, 2.7177], [-10.4050, 2.6751, 3.2282], [-10.2187, 3.0048, 1.8811], [-10.2611, 1.7747, 1.1607], [-9.1274, 0.7722, 1.3321], [-7.9054, 1.2175, 0.6608], [-6.9879, 2.0926, 1.4087], [-5.6990, 2.1732, 0.6972], [-5.0295, 0.9061, 0.6404], [-4.0281, 0.7352, 1.6546], [-11.2409, 1.9650, 3.4205], [-10.6094, 3.5411, 3.9377], [-9.5114, 2.2189, 3.6459], [-10.3212, 2.0004, 0.1007], [-11.1363, 1.2257, 1.4568], [-9.5356, -0.1127, 0.8661], [-8.9576, 0.5512, 2.3988], [-7.4528, 0.3277, 0.3956], [-6.9540, 1.8057, 2.4741], [-7.3376, 3.1913, 1.4388], [-5.0678, 2.9541, 1.0979], [-5.8908, 2.3159, -0.3943], [-3.8222, -0.3501, 1.8105], [-4.3100, 1.1839, 2.5835], [-3.0941, 1.2175, 1.3273], [-2.1767, -6.8735, -3.4996], [-2.1556, -7.1028, -2.0790], [-3.3094, -6.6728, -1.4596], [-3.1980, -6.8500, 0.0167], [-2.1219, -6.1225, 0.4866], [-1.7944, -6.3166, 1.8888], [-1.2988, -7.7466, 2.2663], [-0.1424, -7.7508, 3.0962], [0.3481, -9.1116, 3.3108], [-2.3404, -5.8565, -3.7000], [-3.0681, -7.4057, -3.9604], [-1.2076, -7.1993, -3.9211], [-4.1281, -7.3073, -1.8746], [-3.5507, -5.6274, -1.6747], [-3.2354, -7.9031, 0.2012], [-4.1226, -6.5345, 0.4778], [-1.2789, -6.3126, -0.1461], [-2.6197, -5.9345, 2.4007], [-1.0128, -5.5711, 2.1549], [-1.0904, -8.2840, 1.3655], [-2.1477, -8.2906, 2.7679], [0.3930, -9.7143, 2.3211], [-0.2507, -9.6120, 4.0030], [1.3401, -9.0032, 3.7478], [-9.6165, 0.6287, -4.5318], [-8.1694, 0.5658, -4.1902], [-8.0227, 0.7733, -2.8147], [-6.4971, 0.6068, -2.6117], [-6.0725, -0.6164, -3.2060], [-4.6500, -0.6609, -3.6647], [-3.6630, -0.9008, -2.5725], [-3.6352, -2.2639, -2.1581], [-2.3692, -2.6928, -1.6931], [-10.2036, -0.0074, -3.8591], [-9.7264, 0.0587, -5.4606], [-9.9433, 1.6517, -4.6312], [-8.5233, -0.0288, -2.2059], [-8.4140, 1.7246, -2.5329], [-6.2744, 0.6337, -1.5382], [-6.0474, 1.4311, -3.0697], [-6.6855, -0.7718, -4.0072], [-4.3260, 0.2290, -4.1718], [-4.6367, -1.4742, -4.4005], [-3.8324, -0.2514, -1.6720], [-2.6334, -0.5790, -2.9103], [-2.5305, -3.7179, -1.3872], [-2.1707, -2.0228, -0.8174], [-1.5512, -2.7387, -2.4559], [-5.9647, 0.4400, -6.6442], [-5.8393, 1.8079, -6.4453], [-4.5250, 2.2659, -6.8739], [-4.1274, 3.6233, -6.1472], [-3.7586, 3.3566, -4.7171], [-4.0989, 4.5324, -3.8795], [-4.0131, 4.1914, -2.4358], [-2.6476, 3.9390, -2.1096], [-2.2691, 3.4944, -0.7992], [-4.9934, -0.0992, -6.2171], [-6.0105, 0.1046, -7.6507], [-6.7524, 0.0606, -6.0193], [-4.5950, 2.3909, -7.9920], [-3.7443, 1.5084, -6.5958], [-4.9373, 4.3853, -6.1608], [-3.3250, 3.9417, -6.7509], [-4.2689, 2.5514, -4.2963], [-5.1060, 4.9078, -3.9911], [-3.4012, 5.3336, -4.1021], [-4.6948, 3.2502, -2.2367], [-4.3539, 4.9875, -1.8365], [-2.8937, 4.0402, -0.1211], [-1.2460, 3.8377, -0.7734], [-2.4885, 2.4537, -0.5950], [4.7720, 2.9003, -4.5541], [4.9254, 1.4048, -4.2959], [6.0228, 0.8077, -5.2320], [6.2089, -0.5708, -5.0795], [5.1928, -1.3872, -5.6553], [5.2919, 1.1336, -2.9529], [4.4554, 3.1010, -5.6152], [5.6284, 3.5051, -4.2209], [3.9813, 3.1881, -3.8299], [3.9706, 0.9175, -4.5952], [7.0066, 1.2772, -5.0063], [5.8071, 1.0138, -6.3138], [4.2875, -1.4598, -5.0232], [5.6403, -2.4181, -5.6838], [5.0596, -1.1169, -6.7087], [4.6126, 1.5716, -2.3194], [5.5495, 0.1706, -2.7767], [-0.3399, 3.4894, -5.7504], [-0.6869, 2.0246, -5.7086], [0.5171, 1.1961, -5.9828], [0.1956, -0.1544, -5.9704], [1.3859, -0.8969, -6.2214], [-1.1452, 1.6922, -4.3812], [0.1541, 3.6343, -6.7016], [0.4051, 3.8992, -5.0301], [-1.2835, 4.0824, -5.7238], [-1.5273, 1.9112, -6.5106], [1.2992, 1.4354, -5.2018], [0.9768, 1.5470, -6.9009], [1.2103, -1.7210, -6.9074], [1.7887, -1.3622, -5.3340], [2.1619, -0.2023, -6.6023], [-1.9076, 2.2232, -4.0354], [-1.3723, 0.7165, -4.1566], [4.3249, -1.1417, 1.1413], [4.3410, -2.6574, 1.0430], [5.7309, -3.1994, 0.5413], [6.3572, -2.4813, -0.5650], [5.5172, -2.4389, -1.6795], [3.8339, -3.3819, 2.1827], [3.3842, -0.7826, 1.5518], [4.5082, -0.6714, 0.1890], [5.1556, -0.8577, 1.8231], [3.6456, -2.9147, 0.2737], [5.5339, -4.2622, 0.2662], [6.4792, -3.1746, 1.4128], [4.6848, -1.8034, -1.5830], [5.1050, -3.4506, -1.8687], [6.0517, -2.1224, -2.5299], [3.9305, -4.4596, 2.0794], [4.3729, -3.1406, 3.0480], [-7.3447, -2.6666, 1.9635], [-6.3072, -2.2930, 0.9441], [-5.5731, -3.6199, 0.5233], [-5.0937, -4.4365, 1.5925], [-3.9627, -3.8247, 2.1478], [-6.9280, -1.6960, -0.2000], [-8.2764, -3.0488, 1.4450], [-7.6120, -1.7598, 2.5205], [-6.9673, -3.3700, 2.6899], [-5.5806, -1.5857, 1.3491], [-4.7465, -3.3854, -0.1951], [-6.2585, -4.1907, -0.0627], [-4.0696, -2.7643, 2.2883], [-3.0971, -3.9609, 1.4865], [-3.9169, -4.2555, 3.1366], [-7.7612, -2.2121, -0.5491], [-6.4210, -1.6457, -1.0429], [1.6403, 4.6328, -2.6044], [2.4359, 4.5106, -1.2955], [1.6023, 4.8781, 0.0134], [0.5362, 5.7733, -0.1574], [-0.2120, 6.0324, 1.0410], [3.0682, 3.2297, -1.1781], [2.2058, 4.3934, -3.5005], [1.3488, 5.7142, -2.7060], [0.5910, 4.1468, -2.4885], [3.1799, 5.2603, -1.4220], [2.2878, 5.2313, 0.7510], [1.1240, 3.9957, 0.3649], [0.2161, 6.7877, 1.6914], [-0.3887, 5.0628, 1.5902], [-1.2352, 6.4024, 0.7730], [3.5180, 3.1672, -0.2516], [2.3173, 2.5262, -1.1325], [-1.1277, 6.1123, 4.7089], [-2.2006, 5.1024, 5.0655], [-2.7283, 4.2927, 3.8605], [-3.3222, 5.1714, 2.9117], [-4.6642, 5.4726, 3.1216], [-1.6587, 4.0220, 6.0194], [-1.4595, 6.7635, 3.8604], [-0.2771, 5.5596, 4.2721], [-0.7156, 6.6230, 5.6238], [-3.0570, 5.5353, 5.5472], [-3.4448, 3.6404, 4.3600], [-1.9531, 3.6823, 3.3694], [-4.9172, 5.6130, 4.1580], [-5.2281, 4.6150, 2.7326], [-5.0046, 6.3792, 2.6592], [-0.8445, 3.6014, 5.5761], [-1.4123, 4.4836, 6.8679], [2.0849, -4.6303, -2.2294], [2.8906, -5.6028, -1.3886], [2.3955, -5.7786, 0.0590], [3.1654, -6.7135, 0.7706], [2.6095, -7.2661, 1.9284], [3.0072, -6.8888, -2.0691], [2.7386, -4.0595, -2.9172], [1.6940, -3.9090, -1.5401], [1.2628, -5.1117, -2.7511], [3.9323, -5.1723, -1.2308], [1.3166, -6.0989, -0.0078], [2.3424, -4.7922, 0.5671], [2.2335, -6.5732, 2.6303], [3.4164, -7.8139, 2.3159], [1.8309, -7.9428, 1.5722], [2.0387, -7.2025, -2.2179], [3.3905, -7.5799, -1.4405], [11.3417, -0.1916, -1.3138], [9.8271, 0.0947, -0.9488], [9.1902, 1.2159, -1.7308], [9.5715, 2.4679, -1.2070], [9.0047, 3.5409, -1.8995], [9.0644, -1.1139, -0.9321], [11.9160, 0.7078, -1.0084], [11.4764, -0.3124, -2.3759], [11.7701, -0.9312, -0.7149], [9.9317, 0.5110, 0.0793], [8.0800, 1.2396, -1.6873], [9.4742, 1.1311, -2.8342], [9.5781, 3.7844, -2.8008], [8.8469, 4.4315, -1.2603], [8.0021, 3.3662, -2.2229], [9.3934, -1.9458, -0.4964], [8.0506, -1.0017, -0.9032], [1.8606, -0.6075, -2.1567], [0.5132, -0.2376, -1.6212], [0.4113, -0.7988, -0.2458], [0.5116, -2.2297, -0.2816], [0.1415, -2.8175, 0.9562], [0.3084, 1.1694, -1.6358], [2.1759, -0.1958, -3.1683], [1.8284, -1.7228, -2.2377], [2.7434, -0.4194, -1.4332], [-0.3116, -0.7802, -2.1983], [-0.5417, -0.5631, 0.2064], [1.1563, -0.4683, 0.4750], [0.9082, -2.7426, 1.7143], [0.1717, -3.8513, 0.7386], [-0.8667, -2.5496, 1.2537], [0.0997, 1.5668, -2.5970], [-0.5820, 1.3034, -1.1433]], "atomic_forces_ev_per_a": [[1.039, -0.368, -0.571], [-0.393, 0.187, 0.625], [-0.938, -1.805, -0.103], [1.940, -0.726, -0.850], [0.186, 0.177, 1.870], [-0.436, 1.183, 0.117], [0.163, -0.726, -1.765], [-1.467, 0.803, 0.471], [0.771, -0.731, -1.955], [-0.716, 1.422, 0.113], [-0.597, -0.343, 0.252], [0.338, -0.342, -0.763], [0.124, 1.598, -0.218], [0.499, -0.099, 0.890], [-0.696, 0.101, 0.491], [-0.393, -0.042, -0.543], [-0.209, -0.400, -0.757], [0.045, 0.375, -0.297], [0.290, 0.009, -0.252], [0.282, 0.067, 0.455], [0.550, -0.794, 0.695], [-0.131, -0.198, 0.466], [0.746, 0.387, 1.165], [-0.916, 0.429, 0.366], [0.060, 0.776, 1.345], [-0.122, -0.029, -0.905], [0.194, 0.480, -0.540], [0.312, 1.166, 1.465], [-0.537, -1.086, -1.081], [-1.911, 1.548, 0.421], [0.795, -2.249, 0.532], [-1.578, 0.558, -2.411], [0.715, -1.160, 0.712], [0.222, -0.139, -0.063], [0.306, -0.331, -0.223], [-0.293, -0.352, -0.352], [-0.814, -0.110, 0.145], [0.235, 0.649, -0.154], [0.565, -0.430, 0.290], [-0.483, -0.104, -0.944], [0.162, 0.161, 0.912], [-0.122, -0.348, -0.355], [0.325, -0.288, -0.365], [0.019, -0.221, 0.366], [0.509, 0.908, 0.440], [-0.095, 0.321, -0.362], [0.252, -0.102, 1.615], [1.082, 0.479, -0.351], [-0.323, 1.102, 0.356], [-0.940, -0.114, -2.109], [-0.315, 0.665, 1.222], [1.760, -0.547, 1.822], [-0.338, -0.319, 0.558], [0.004, 0.381, -1.687], [-0.005, -0.950, -0.323], [-0.426, 0.167, 0.261], [-1.031, 0.991, 0.816], [0.211, -0.624, -0.046], [-0.460, -0.872, 0.865], [-0.013, -0.245, -0.247], [0.844, -0.199, -0.106], [0.565, -0.153, 0.707], [-0.362, -0.227, -1.124], [-0.802, 0.977, -0.789], [-0.553, 0.215, -0.146], [0.661, 0.468, 0.870], [0.221, -0.704, 0.122], [0.396, 0.073, -0.376], [-0.308, 0.389, -0.020], [0.335, 0.264, -0.384], [0.593, -0.671, -0.055], [0.323, -0.180, 0.008], [-0.366, 0.708, 2.189], [-0.200, -0.584, 0.177], [0.290, -0.040, -0.313], [0.396, 1.704, 0.390], [-0.005, -0.813, -0.074], [-2.066, 1.190, 0.299], [0.641, -1.169, -1.589], [0.827, -0.305, 0.977], [0.251, -0.531, -1.165], [0.296, 0.297, -0.463], [0.217, -0.496, -1.491], [0.235, -0.233, 0.064], [-0.031, 0.260, -0.102], [-0.960, -0.095, 0.106], [0.338, -0.492, -0.272], [-0.057, -0.116, -0.083], [0.411, 0.664, 0.055], [0.517, -0.106, -0.085], [-0.076, -1.552, -0.171], [0.397, 0.247, 0.048], [-0.100, 0.671, 0.908], [-0.277, 0.737, -0.206], [-0.376, 0.236, 0.773], [-0.054, -0.093, 0.073], [-0.554, -1.950, 0.587], [1.560, 0.025, -1.259], [-1.884, -0.337, -0.639], [-2.020, -0.790, -0.840], [3.746, 0.689, -0.354], [2.455, 0.132, -0.754], [-1.415, 0.342, 1.180], [-0.052, -0.977, -0.132], [0.631, 1.370, -2.322], [-0.019, 1.691, -0.256], [1.117, 0.189, 0.375], [-0.679, 0.019, 0.235], [-0.046, 0.479, 0.425], [0.134, 0.170, -0.232], [0.688, -1.297, 0.331], [-0.435, 0.617, 0.148], [-1.487, 0.356, 1.320], [-1.516, -0.209, 1.286], [-0.024, -0.615, -0.214], [0.237, -0.391, -0.885], [0.706, 0.245, -0.233], [-0.012, 1.011, 1.498], [-1.250, -0.914, 1.064], [0.034, -0.063, -0.216], [1.819, -1.673, -0.445], [-3.134, 0.084, -0.785], [1.527, -1.818, 0.609], [-1.506, -0.030, 1.618], [0.893, -1.027, -0.711], [-1.688, -0.836, 0.340], [1.543, 0.204, 1.152], [-0.138, 0.144, -1.063], [-0.405, 0.525, 0.471], [0.104, 0.642, 0.527], [0.198, 0.630, -0.266], [-0.216, 0.222, 0.157], [0.083, 0.558, -0.521], [-0.067, 0.854, 0.484], [0.013, -0.028, -0.204], [0.986, 1.715, -0.872], [0.439, -0.109, 0.229], [-0.071, 0.910, -0.402], [0.413, 0.069, 0.230], [-0.265, -0.327, -0.566], [-0.802, -0.492, -0.021], [0.167, -0.181, 0.503], [0.738, -0.764, -0.536], [-0.611, 0.621, 0.453], [2.678, -1.527, 2.142], [1.333, 0.766, -0.062], [-0.857, 0.922, 0.364], [-2.024, -2.427, 0.823], [-0.848, 0.614, -0.180], [0.701, -0.766, -0.193], [0.559, -2.926, 0.713], [-0.049, -0.687, -0.675], [-1.198, 1.325, -1.318], [-1.706, 0.883, -0.853], [-0.410, 0.012, -1.214], [-0.673, 0.030, -0.121], [0.488, -0.005, 0.985], [-0.618, 0.489, -0.333], [0.271, -0.568, -0.405], [1.375, 0.859, -0.252], [0.193, 0.707, -0.989], [-0.616, 0.112, -0.640], [0.119, 0.212, -0.076], [1.144, 1.466, -0.172], [-0.732, 1.102, 0.885], [-0.071, 0.557, 1.013], [0.412, -0.487, 0.680], [0.349, -0.599, -0.318], [-1.005, 0.067, 0.524], [0.878, -0.593, -2.208], [-0.083, 0.922, -0.400], [-0.231, -0.707, 0.268], [1.324, -1.221, 0.358], [0.051, 0.831, 1.021], [0.361, -0.024, 1.107], [0.109, -0.397, -0.505], [0.105, 0.242, -0.706], [0.110, 0.170, 0.061], [-0.620, -0.222, 0.041], [-0.110, 0.093, 0.702], [0.126, 0.395, -0.571], [-0.450, 0.835, 0.125], [-0.602, 0.219, 0.200], [0.356, -0.675, -0.022], [-0.400, 0.130, 0.118], [0.056, 1.135, -0.221], [-1.748, 0.108, 0.234], [0.724, 1.031, 0.769], [0.645, -0.845, -0.418], [0.282, 0.279, -0.222], [0.334, -1.315, 1.170], [-0.121, 0.418, -0.613], [-0.804, -0.738, 0.047], [0.857, -0.227, 0.124], [1.438, -0.297, 0.935], [-0.711, -0.211, -0.293], [0.030, -0.331, -0.736], [-0.214, 0.167, -0.358], [-0.006, 0.046, 0.701], [-0.260, -0.645, -0.098], [-0.714, 1.040, -0.067], [0.415, 0.348, -0.874], [0.785, -0.562, 1.540], [0.787, -0.207, -1.526], [0.563, 0.299, 0.927], [-0.598, -0.419, 1.638], [-0.231, -1.989, 0.073], [0.902, -1.768, 1.845], [-0.127, 0.040, 0.063], [0.048, 0.024, -0.315], [-0.513, 0.227, -0.264], [-0.600, -0.150, -0.941], [0.452, 0.482, -0.037], [-0.949, 0.022, -1.289], [-1.232, 1.060, 0.441], [0.196, 0.273, -0.177], [0.999, 0.313, -1.015], [-0.074, 2.469, -0.040], [-0.579, -0.264, -0.895], [-1.282, 0.884, 0.049], [0.942, -1.938, -0.459], [0.846, 0.785, -0.408], [-0.658, 0.829, -0.899], [-0.001, -0.327, 0.100], [-2.476, 0.138, -0.306], [1.027, 0.189, 0.691], [-0.314, -0.157, -0.069], [0.016, -0.389, 0.031], [-0.123, 0.026, 0.016], [-0.310, 0.014, 0.585], [-0.767, -0.655, -0.181], [-0.312, 0.727, 0.085], [0.156, -0.284, 0.374], [0.792, -0.199, 0.262], [0.582, 0.219, 0.962], [1.656, 0.313, -0.984], [-2.657, 1.052, 1.214], [-1.638, 1.057, -0.211], [0.027, -0.340, -1.554], [-0.591, 1.355, -0.142], [-1.166, -1.262, -0.554], [0.002, -1.231, 0.967], [-0.100, -0.527, 0.116], [0.326, -0.813, 0.058], [1.875, 0.203, -0.645], [1.052, 0.646, 0.271], [0.634, 0.249, 0.685], [0.041, -1.400, 0.485], [0.539, -0.033, 0.141], [0.371, 0.933, -0.233], [0.931, -0.266, -0.159], [0.096, 0.116, -0.478], [0.201, 0.101, -0.214], [0.576, 0.087, -0.513], [1.593, -2.178, 0.275], [-0.148, 0.968, 0.822], [1.029, 0.187, -0.485], [-0.582, -1.248, 0.164], [-1.257, 0.971, -1.603], [0.150, 0.016, 1.104], [-0.175, -0.007, 0.209], [-0.669, -0.048, -1.044], [-0.386, 0.420, 0.323], [-0.392, -0.399, -0.533], [-0.119, 0.390, 0.113], [-0.004, -0.157, 0.785], [-0.520, 0.253, 0.118], [0.368, 0.425, -0.760], [0.095, 0.046, 0.250], [0.507, 0.109, 0.620], [0.736, 0.311, 0.408], [2.000, -0.231, 0.857], [-1.949, 0.549, -0.229], [0.934, 1.248, -1.090], [-0.514, -0.719, -1.955], [-0.792, -0.045, -0.236], [-0.415, -0.577, 0.067], [-0.587, 0.676, 0.230], [-0.035, -0.056, -0.140], [-0.924, -0.556, -0.508], [0.545, -0.149, 0.180], [0.260, -0.341, -0.066], [-0.540, 0.989, 0.767], [0.869, -0.933, 0.994], [-0.258, -0.042, 0.551], [0.443, 0.022, -0.184], [0.317, -0.045, 0.190], [-1.477, 2.945, -0.175], [2.062, -0.250, 1.924], [-0.605, 0.074, -1.813], [0.512, 0.183, 0.599], [0.137, 0.922, -0.130], [-1.477, 0.482, -1.512], [-0.333, -0.194, -0.388], [0.108, -0.484, -0.350], [0.340, -1.709, 0.667], [-0.250, 0.026, -0.158], [0.315, -0.754, -0.106], [-0.316, 0.147, 1.082], [0.124, 0.164, 0.135], [0.886, -0.449, -0.075], [-0.932, -0.781, -0.421], [0.327, -0.074, 0.340], [0.652, -0.294, 0.229], [2.301, -1.368, -0.707], [-0.326, -0.904, -1.370], [-0.081, -1.191, 1.280], [-0.239, 0.658, -0.025], [0.616, -0.163, -0.969], [-1.235, 1.793, -0.107], [-0.715, -0.253, 1.185], [0.324, 0.750, -0.228], [-1.524, 0.145, -0.892], [1.063, 0.376, 0.296], [-0.741, 0.349, 0.124], [0.436, 0.602, -0.151], [0.110, 0.932, 0.556], [-0.467, -1.416, -0.228], [-0.140, 0.301, 0.309], [0.464, -0.851, 1.073], [0.340, 0.464, -0.075]], "lowdin_charge": [-0.075, -0.216, -0.235, -0.203, -0.041, -0.199, -0.158, -0.201, -0.124, 0.109, 0.064, 0.097, 0.084, 0.097, 0.110, 0.120, 0.067, 0.126, 0.112, 0.113, 0.117, 0.075, 0.070, 0.079, -0.128, -0.199, -0.195, -0.232, -0.037, -0.224, -0.204, -0.175, -0.148, 0.083, 0.095, 0.091, 0.131, 0.110, 0.104, 0.105, 0.104, 0.094, 0.108, 0.119, 0.126, 0.104, 0.073, 0.083, -0.135, -0.212, -0.195, -0.203, -0.044, -0.236, -0.244, -0.217, -0.101, 0.093, 0.069, 0.084, 0.104, 0.119, 0.089, 0.128, 0.106, 0.131, 0.096, 0.095, 0.132, 0.098, 0.097, 0.069, -0.154, -0.164, -0.228, -0.218, -0.034, -0.208, -0.230, -0.220, -0.083, 0.094, 0.106, 0.065, 0.121, 0.101, 0.112, 0.104, 0.062, 0.121, 0.145, 0.102, 0.115, 0.081, 0.075, 0.069, -0.073, -0.196, -0.264, -0.265, -0.061, -0.175, -0.198, -0.223, -0.089, 0.057, 0.106, 0.096, 0.137, 0.113, 0.114, 0.120, 0.142, 0.067, 0.104, 0.101, 0.135, 0.121, 0.056, 0.082, -0.040, -0.234, -0.220, -0.217, -0.029, -0.182, -0.211, -0.206, -0.098, 0.085, 0.084, 0.084, 0.125, 0.112, 0.078, 0.080, 0.091, 0.081, 0.128, 0.133, 0.110, 0.058, 0.093, 0.105, -0.141, -0.189, -0.172, -0.161, -0.048, -0.217, -0.221, -0.197, -0.060, 0.102, 0.073, 0.060, 0.134, 0.104, 0.118, 0.075, 0.095, 0.112, 0.127, 0.141, 0.106, 0.073, 0.076, 0.064, -0.058, -0.475, -0.211, -0.212, -0.101, 0.072, 0.096, 0.078, 0.046, 0.113, 0.132, 0.127, 0.075, 0.101, 0.087, 0.049, 0.058, -0.055, -0.447, -0.271, -0.154, -0.094, 0.060, 0.071, 0.074, 0.074, 0.152, 0.140, 0.121, 0.087, 0.059, 0.086, 0.030, 0.070, -0.041, -0.454, -0.136, -0.198, -0.109, 0.049, 0.071, 0.051, 0.078, 0.099, 0.115, 0.146, 0.045, 0.093, 0.074, 0.110, 0.086, -0.046, -0.429, -0.170, -0.183, -0.130, 0.060, 0.105, 0.071, 0.072, 0.103, 0.118, 0.116, 0.071, 0.080, 0.081, 0.104, 0.035, -0.061, -0.417, -0.177, -0.192, -0.095, 0.064, 0.046, 0.090, 0.096, 0.107, 0.097, 0.089, 0.075, 0.089, 0.096, 0.047, 0.058, -0.063, -0.387, -0.203, -0.201, -0.110, 0.058, 0.084, 0.060, 0.091, 0.118, 0.109, 0.123, 0.080, 0.075, 0.086, 0.057, 0.052, -0.044, -0.438, -0.217, -0.188, -0.093, 0.046, 0.084, 0.039, 0.077, 0.124, 0.132, 0.097, 0.074, 0.083, 0.082, 0.074, 0.061, -0.037, -0.437, -0.215, -0.185, -0.130, 0.056, 0.082, 0.067, 0.042, 0.121, 0.108, 0.150, 0.095, 0.089, 0.054, 0.069, 0.043, -0.046, -0.480, -0.203, -0.209, -0.090, 0.066, 0.080, 0.068, 0.092, 0.134, 0.106, 0.114, 0.072, 0.056, 0.080, 0.076, 0.055]}